{
  "formula": "C37H34BClNO15S",
  "method": "ωB97M-V/def2-TZVPD",
  "symbols": ["C", "C", "O", "C", "C", "C", "B", "O", "O", "C", "C", "O", "O", "N", "S", "Cl", "H", "H", "H", "H", "H", "H", "H", "H", "H", "H", "H", "H", "H", "H", "C", "C", "C", "O", "C", "C", "C", "O", "H", "H", "H", "H", "C", "C", "C", "O", "C", "C", "C", "O", "H", "H", "H", "H", "C", "C", "C", "O", "C", "C", "C", "O", "H", "H", "H", "H", "C", "C", "C", "O", "C", "C", "C", "O", "H", "H", "H", "H", "C", "C", "C", "O", "C", "C", "C", "O", "H", "H", "H", "H"],
  "coordinates": [[3.70345, 2.54335, 0.52166], [3.07171, 2.98952, -0.84583], [1.77143, 3.52382, -0.73812], [0.75227, 2.52210, -0.84317], [-0.59961, 3.05153, -1.40114], [-1.50803, 3.79382, -0.36193], [-2.08084, 2.69587, 0.67724], [-3.01264, 2.99165, 1.70576], [-1.71518, 1.31416, 0.59494], [-2.84132, 0.67238, -0.05357], [-2.79243, 4.27448, -1.20060], [-3.91190, 4.37522, -0.68162], [-2.65836, 4.51328, -2.45679], [-0.77605, 4.92160, 0.29194], [-1.83138, 5.97238, 1.20902], [-0.09596, 5.98952, -0.92897], [4.50567, 3.27696, 0.79875], [4.23877, 1.56428, 0.43246], [2.98851, 2.50743, 1.37918], [3.71690, 3.81701, -1.23967], [3.17387, 2.15755, -1.58371], [1.10074, 1.72354, -1.55444], [0.67140, 2.01309, 0.15146], [-1.18682, 2.16010, -1.73222], [-0.41093, 3.63504, -2.32404], [-2.56182, 3.02058, 2.56355], [-3.81252, 0.94501, 0.41775], [-2.91865, 0.95067, -1.13600], [-2.65317, -0.42706, 0.00280], [-1.53815, 5.67991, 2.51528], [-1.20799, 3.62018, -6.57508], [-0.59082, 3.28668, -5.44419], [0.11862, 1.99212, -5.31288], [0.67993, 1.68507, -4.28147], [0.11611, 1.08474, -6.48519], [-0.50156, 1.41769, -7.61753], [-1.21050, 2.71498, -7.74615], [-1.77371, 3.02126, -8.78033], [-1.73264, 4.55999, -6.69021], [-0.58034, 3.93712, -4.57677], [0.63942, 0.14822, -6.36676], [-0.51750, 0.77560, -8.48126], [1.97495, 3.74367, 3.98090], [1.49644, 4.49532, 4.96982], [1.23818, 3.92456, 6.31247], [0.79950, 4.60972, 7.21528], [1.53360, 2.48801, 6.51207], [2.01201, 1.73579, 5.52435], [2.27076, 2.30478, 4.18298], [2.70903, 1.62216, 3.27937], [2.16888, 4.14302, 2.99239], [1.27511, 5.54747, 4.84115], [1.33837, 2.08891, 7.49923], [2.23185, 0.68559, 5.65338], [1.64750, -2.88600, -9.02111], [1.39988, -4.18466, -9.17589], [0.08432, -4.76424, -8.81679], [-0.14114, -5.94836, -8.95600], [-0.94470, -3.84280, -8.28060], [-0.69698, -2.54395, -8.12584], [0.61830, -1.96528, -8.48512], [0.84343, -0.77975, -8.34560], [2.60245, -2.44468, -9.27709], [2.13954, -4.87198, -9.56667], [-1.89967, -4.28358, -8.02434], [-1.43688, -1.85632, -7.73470], [-1.29250, -0.55516, 3.28971], [-1.84299, -1.48988, 2.51887], [-1.75147, -2.92606, 2.86885], [-2.25150, -3.78120, 2.16570], [-1.02510, -3.28308, 4.11048], [-0.47520, -2.34839, 4.88050], [-0.56725, -0.91227, 4.53034], [-0.06521, -0.05870, 5.23735], [-1.34942, 0.49863, 3.04717], [-2.37669, -1.24625, 1.61016], [-0.96838, -4.33250, 4.35090], [0.05965, -2.59104, 5.79075], [-0.08765, -8.42717, 7.80588], [-0.78086, -7.32706, 7.52121], [-0.37846, -6.43142, 6.41242], [-1.00947, -5.42646, 6.15355], [0.82322, -6.80690, 5.63142], [1.51654, -7.90696, 5.91594], [1.11439, -8.80331, 7.02514], [1.74436, -9.80707, 7.28406], [-0.36595, -9.09329, 8.61265], [-1.66159, -7.03726, 8.08026], [1.10170, -6.14065, 4.82432], [2.39713, -8.19635, 5.35660]],
  "forces_ev_per_angstrom": [[0.536, 0.278, 0.030], [1.201, 0.409, 0.317], [-0.032, -0.589, -0.597], [-0.009, -0.947, -0.065], [0.590, -0.265, 0.661], [-0.238, -0.721, -1.370], [-0.267, 0.214, 1.102], [1.257, 0.048, -0.343], [-1.165, 0.999, -0.834], [-0.016, -0.671, -0.352], [-1.347, 0.790, -3.289], [0.294, -0.566, 1.780], [1.514, -0.586, 1.542], [-0.374, 0.003, 0.457], [-0.364, 0.184, 0.480], [0.150, -0.013, -0.020], [-0.685, -0.497, -0.088], [-0.640, 0.610, 0.139], [0.542, -0.116, -1.115], [-0.613, -0.555, 0.198], [-0.551, 0.460, 0.376], [-0.196, 0.662, 0.437], [-0.297, 0.392, -0.611], [0.520, 0.656, 0.210], [-0.232, -0.131, 0.824], [-0.325, -0.133, -0.209], [0.655, -0.268, -0.108], [0.204, -0.127, 0.780], [-0.352, 0.904, -0.196], [0.412, -0.262, -0.729], [0.033, 0.020, 0.020], [-0.007, 0.191, 0.071], [-0.060, 0.118, 0.140], [0.059, -0.098, -0.093], [-0.156, 0.107, -0.059], [-0.177, 0.355, 0.263], [-0.091, 0.124, 0.035], [0.058, -0.081, 0.010], [-0.023, -0.020, 0.007], [-0.115, -0.052, 0.049], [0.025, 0.054, 0.067], [-0.051, 0.124, -0.020], [-0.032, 0.164, -0.062], [0.035, 0.000, -0.123], [-0.093, 0.043, 0.119], [0.047, -0.027, -0.044], [0.135, -0.078, -0.046], [0.140, 0.104, 0.247], [-0.014, -0.062, -0.097], [-0.103, -0.117, 0.406], [-0.037, -0.028, -0.027], [-0.020, -0.006, 0.023], [-0.040, 0.029, -0.002], [-0.009, 0.020, -0.045], [0.081, -0.145, -0.060], [0.117, 0.128, -0.018], [-0.053, -0.182, -0.006], [0.025, 0.079, -0.004], [-0.057, 0.147, 0.047], [-0.130, -0.085, 0.027], [0.083, 0.120, -0.024], [0.354, -0.887, -0.360], [-0.021, 0.045, 0.019], [-0.037, -0.033, 0.010], [0.021, -0.037, -0.009], [0.032, 0.028, 0.004], [-0.021, 0.079, 0.007], [-0.011, 0.047, 0.022], [-0.047, 0.089, -0.106], [0.048, -0.008, 0.062], [0.069, 0.071, -0.138], [0.013, -0.109, 0.009], [-0.005, 0.061, -0.016], [-0.183, -0.196, -0.042], [0.010, -0.042, -0.078], [0.050, -0.050, 0.160], [-0.049, 0.043, -0.021], [-0.016, 0.011, 0.013], [-0.137, 0.100, 0.044], [-0.006, -0.131, 0.111], [-0.091, 0.110, -0.017], [0.103, -0.281, 0.266], [0.124, -0.068, -0.054], [-0.012, 0.141, -0.101], [0.102, -0.157, 0.033], [-0.043, 0.066, -0.011], [0.038, -0.026, -0.015], [0.000, 0.041, -0.036], [-0.027, 0.018, 0.008], [-0.003, -0.036, 0.029]],
  "charge": -1,
  "e_tot_ha": -3496.75150,
  "spin_multiplicity": 1,
  "orbital_gap_ev": 3.6,
  "homo_energy_ev": -4.42
}